[1]
7
Properties=species:S:1:pos:R:3:mulliken_charge:R:1 method="wB97M-V/def2-TZVPD" lumo_energy_ha=0.038 smiles=C#[N+][O-].C#N
O 0.49 1.59 -0.15 -0.60
C 1.43 -1.00 0.11 0.12
N 0.53 -1.72 0.17 -0.40
C -1.60 0.48 -0.06 -0.15
N -0.59 1.04 -0.11 0.37
H 2.24 -0.30 0.05 0.27
H -2.50 -0.09 -0.01 0.38

[2]
76
Properties=species:S:1:pos:R:3:mulliken_charge:R:1 method="wB97M-V/def2-TZVPD" lumo_energy_ha=0.053 total_charge=-1
Pd 0.55 -0.55 0.09 0.82
Br -6.17 -3.80 0.18 -0.22
C -4.33 -3.40 0.39 -0.11
C -3.59 -4.10 1.33 -0.77
C -2.25 -3.80 1.49 -0.87
C -1.65 -2.82 0.71 0.47
C -2.41 -2.11 -0.22 0.03
C -3.75 -2.41 -0.39 -0.98
N -0.27 -2.46 0.82 0.97
C 0.55 -3.33 1.27 -0.17
C 2.01 -3.08 1.44 0.17
C 2.85 -4.13 1.80 -0.94
C 4.21 -3.87 1.87 -0.32
C 4.67 -2.59 1.59 -0.76
C 3.74 -1.60 1.26 -0.30
N 2.45 -1.85 1.20 0.08
H -4.06 -4.85 1.94 0.42
H -1.69 -4.33 2.25 0.44
H -1.94 -1.34 -0.81 0.53
H -4.34 -1.88 -1.12 0.59
H 0.23 -4.34 1.51 0.31
H 2.45 -5.11 2.00 0.42
H 4.90 -4.65 2.14 0.41
H 5.72 -2.36 1.62 0.40
H 4.04 -0.59 1.03 0.48
F 2.86 0.04 -2.96 -0.19
C 1.71 -0.10 -3.62 0.61
F 1.03 1.04 -3.57 -0.22
F 2.02 -0.36 -4.90 -0.27
S 0.70 -1.51 -2.88 1.06
O -0.55 -0.93 -2.46 -0.60
O 1.55 -2.03 -1.83 -0.76
N 0.55 -2.55 -4.05 -0.67
S -0.58 -2.29 -5.16 1.10
O -0.35 -3.20 -6.24 -0.69
O -0.85 -0.91 -5.43 -0.60
C -2.15 -2.93 -4.36 0.66
F -1.92 -3.58 -3.22 -0.24
F -2.77 -3.78 -5.19 -0.26
F -3.00 -1.94 -4.10 -0.24
C 3.87 4.39 0.51 -1.01
Si 2.97 3.65 -0.96 -0.06
C 1.77 4.92 -1.63 -1.00
C 4.23 3.24 -2.29 -0.99
C 2.08 2.16 -0.46 0.22
C 1.42 1.16 -0.27 -0.48
H 4.39 5.32 0.23 0.31
H 4.61 3.69 0.90 0.28
H 3.17 4.61 1.31 0.27
H 2.28 5.76 -2.11 0.35
H 1.14 5.31 -0.83 0.26
H 1.11 4.45 -2.37 0.29
H 4.94 4.06 -2.44 0.34
H 3.73 3.03 -3.24 0.28
H 4.79 2.34 -2.02 0.28
C -2.58 0.56 3.65 -2.18
C -2.51 1.24 2.29 1.52
C -3.91 1.55 1.79 -1.89
O -1.89 0.31 1.39 -0.05
B -0.54 0.65 1.24 0.35
O -0.27 1.81 1.94 -0.51
C -1.53 2.44 2.25 1.67
C -1.39 3.19 3.56 -1.88
C -1.82 3.41 1.11 -1.81
H -3.10 -0.39 3.53 0.50
H -3.11 1.16 4.39 0.36
H -1.58 0.35 4.03 0.37
H -4.55 0.67 1.90 0.47
H -3.89 1.82 0.74 0.35
H -4.36 2.37 2.36 0.33
H -1.02 2.55 4.35 0.36
H -2.35 3.62 3.87 0.33
H -0.68 4.01 3.43 0.46
H -1.90 2.88 0.16 0.25
H -0.98 4.10 1.03 0.46
H -2.73 3.98 1.28 0.37

Going through the records in order, we get orbital gap values of 11.34 6.52 eV.
Going through the records in order, we get energy values of -262.0311 -5998.3374 a.u..
Going through the records in order, we get ΔE to the lowest compared entry with this formula, charge and spin values of 83.37 12.76 kcal/mol.